{
  "formula": "C47H105N5O9",
  "method": "ωB97M-V/def2-TZVPD",
  "smiles": "CC1(C)CCCC(C)(C)N1O.CC1(C)CCCC(C)(C)N1O.CC1(C)CCCC(C)(C)N1O.CC1(C)CCCC(C)(C)N1O.CC1(C)CCCC(C)(C)N1O.OCCO.O.O",
  "energy_ha": -2804.2257,
  "spin_multiplicity": 1,
  "lumo_energy_ev": 0.27,
  "homo_lumo_gap_ev": 8.2,
  "elements": ["O", "H", "H", "O", "H", "H", "C", "C", "C", "C", "C", "C", "N", "O", "C", "C", "C", "H", "H", "H", "H", "H", "H", "H", "H", "H", "H", "H", "H", "H", "H", "H", "H", "H", "H", "H", "C", "C", "C", "C", "C", "C", "N", "O", "C", "C", "C", "H", "H", "H", "H", "H", "H", "H", "H", "H", "H", "H", "H", "H", "H", "H", "H", "H", "H", "H", "C", "C", "C", "C", "C", "C", "N", "O", "C", "C", "C", "H", "H", "H", "H", "H", "H", "H", "H", "H", "H", "H", "H", "H", "H", "H", "H", "H", "H", "H", "C", "C", "C", "C", "C", "C", "N", "O", "C", "C", "C", "H", "H", "H", "H", "H", "H", "H", "H", "H", "H", "H", "H", "H", "H", "H", "H", "H", "H", "H", "C", "C", "C", "C", "C", "C", "N", "O", "C", "C", "C", "H", "H", "H", "H", "H", "H", "H", "H", "H", "H", "H", "H", "H", "H", "H", "H", "H", "H", "H", "C", "C", "O", "O", "H", "H", "H", "H", "H", "H"],
  "positions_angstrom": [[0.968, -1.865, -5.906], [0.034, -2.046, -5.801], [1.177, -1.260, -5.194], [6.966, 4.510, -0.637], [7.795, 4.426, -0.167], [7.184, 4.308, -1.547], [2.332, 10.322, 4.613], [3.074, 10.399, 3.252], [2.950, 11.782, 2.781], [3.818, 12.830, 3.537], [5.232, 12.400, 3.520], [5.531, 10.857, 3.966], [4.510, 9.986, 3.346], [4.678, 8.608, 3.606], [6.793, 10.497, 3.477], [5.533, 10.819, 5.524], [2.301, 9.594, 2.251], [1.440, 10.946, 4.661], [3.027, 10.619, 5.398], [1.895, 9.355, 4.863], [3.260, 11.731, 1.737], [1.924, 12.133, 2.679], [3.569, 13.125, 4.556], [3.614, 13.816, 3.120], [5.884, 12.952, 4.197], [5.555, 12.673, 2.516], [7.599, 11.049, 3.961], [6.888, 9.468, 3.824], [6.836, 10.624, 2.395], [6.526, 11.075, 5.892], [4.895, 11.641, 5.847], [5.341, 9.860, 6.005], [2.008, 8.636, 2.680], [2.931, 9.479, 1.370], [1.328, 9.984, 1.952], [4.887, 8.281, 2.728], [-7.185, -2.464, -0.800], [-6.659, -3.922, -0.542], [-5.949, -4.040, 0.930], [-5.635, -5.476, 1.367], [-6.921, -6.277, 1.356], [-7.538, -6.301, -0.071], [-7.743, -4.916, -0.562], [-8.669, -4.794, -1.563], [-6.808, -7.278, -1.002], [-8.928, -6.935, 0.205], [-5.607, -4.069, -1.593], [-7.833, -2.231, 0.045], [-7.803, -2.411, -1.696], [-6.499, -1.619, -0.845], [-5.130, -3.321, 0.931], [-6.589, -3.540, 1.656], [-5.229, -5.593, 2.371], [-4.850, -5.866, 0.718], [-7.662, -5.973, 2.096], [-6.674, -7.276, 1.715], [-5.865, -6.856, -1.350], [-6.588, -8.219, -0.498], [-7.415, -7.461, -1.888], [-9.542, -6.401, 0.931], [-9.590, -6.861, -0.657], [-8.809, -7.997, 0.420], [-4.977, -4.915, -1.318], [-4.783, -3.361, -1.507], [-5.949, -4.189, -2.621], [-9.180, -4.086, -1.162], [-0.326, -2.716, 10.333], [0.650, -2.036, 9.342], [1.915, -3.013, 9.337], [2.923, -2.752, 8.195], [2.216, -2.863, 6.867], [0.999, -1.852, 6.759], [0.055, -1.988, 7.966], [-1.153, -1.327, 7.954], [1.396, -0.360, 6.550], [0.173, -2.187, 5.434], [1.080, -0.549, 9.685], [-0.707, -3.684, 10.008], [-1.174, -2.042, 10.447], [-0.159, -2.830, 11.404], [2.366, -2.983, 10.329], [1.693, -4.015, 8.971], [3.833, -3.343, 8.094], [3.407, -1.800, 8.414], [1.961, -3.873, 6.547], [2.987, -2.485, 6.195], [2.432, -0.122, 6.790], [1.467, -0.230, 5.470], [0.657, 0.299, 7.006], [0.831, -2.594, 4.666], [-0.576, -2.975, 5.516], [-0.421, -1.340, 5.089], [1.494, -0.533, 10.693], [0.158, 0.027, 9.765], [1.838, 0.015, 9.140], [-0.865, -0.412, 7.941], [2.966, -7.980, -2.391], [4.391, -7.669, -1.961], [5.200, -8.859, -2.384], [6.705, -8.607, -2.521], [7.052, -7.511, -3.457], [6.307, -6.160, -2.973], [4.872, -6.476, -2.720], [4.107, -5.292, -2.662], [7.037, -5.622, -1.705], [6.567, -5.155, -4.047], [4.467, -7.457, -0.388], [2.867, -8.359, -3.409], [2.338, -7.090, -2.381], [2.434, -8.687, -1.755], [4.839, -9.671, -1.752], [4.839, -9.299, -3.313], [7.242, -9.535, -2.719], [7.136, -8.288, -1.572], [6.640, -7.874, -4.398], [8.123, -7.305, -3.431], [7.714, -4.821, -2.004], [6.404, -5.069, -1.011], [7.692, -6.254, -1.106], [6.063, -4.188, -4.068], [7.591, -4.782, -4.062], [6.268, -5.429, -5.059], [3.756, -6.746, 0.031], [5.389, -6.928, -0.150], [4.433, -8.313, 0.286], [3.636, -5.324, -3.498], [-3.616, 4.269, -7.087], [-4.259, 2.986, -7.533], [-5.368, 2.594, -6.516], [-6.217, 1.437, -6.947], [-6.892, 1.830, -8.321], [-5.784, 2.051, -9.356], [-4.807, 3.068, -8.878], [-3.933, 3.456, -9.871], [-5.159, 0.721, -9.716], [-6.400, 2.598, -10.661], [-3.160, 1.852, -7.266], [-3.620, 4.290, -5.997], [-4.244, 5.108, -7.386], [-2.630, 4.436, -7.520], [-4.851, 2.358, -5.586], [-5.934, 3.486, -6.248], [-6.899, 1.288, -6.110], [-5.412, 0.702, -6.937], [-7.620, 2.633, -8.213], [-7.540, 1.005, -8.619], [-4.993, -0.032, -8.946], [-5.731, 0.192, -10.478], [-4.139, 0.899, -10.057], [-6.841, 3.578, -10.476], [-5.686, 2.621, -11.484], [-7.244, 2.031, -11.054], [-3.524, 0.830, -7.369], [-2.576, 1.834, -6.345], [-2.406, 2.014, -8.037], [-4.049, 4.405, -9.959], [1.407, 2.550, -0.293], [0.635, 1.311, -0.755], [1.357, 0.732, -1.791], [2.622, 2.092, 0.183], [0.769, 2.886, 0.524], [1.513, 3.245, -1.126], [-0.410, 1.458, -1.029], [0.427, 0.646, 0.083], [1.960, 0.189, -1.278], [3.353, 2.704, 0.061]],
  "atomic_forces_ev_per_a": [[0.14, -0.12, -0.18], [-0.23, -0.06, 0.00], [0.09, 0.19, 0.21], [-0.24, 0.05, 0.09], [0.19, -0.01, 0.17], [0.02, -0.04, -0.25], [0.04, -0.27, 0.50], [-0.97, -0.88, 2.39], [1.09, 2.58, -0.44], [-1.46, 0.26, 0.47], [1.21, -1.08, 0.00], [-4.46, 2.48, 1.17], [-0.94, 1.25, -1.57], [-0.22, 0.34, 0.43], [3.29, -1.45, -0.91], [0.37, 0.73, -0.21], [0.02, -1.60, -0.34], [0.19, 0.51, -0.24], [-0.35, -0.01, 0.15], [0.61, -0.43, -0.11], [0.56, 0.53, -0.25], [-0.17, -0.34, 0.53], [-0.83, -1.07, 0.49], [0.59, 0.04, -0.82], [-0.14, 0.32, 0.08], [0.68, -0.86, -0.23], [0.00, 0.18, -0.17], [0.71, -0.35, -0.63], [0.27, -0.37, -0.01], [0.18, 0.20, -0.14], [-0.31, -0.45, 0.54], [-0.58, 0.00, -0.37], [0.51, -0.38, -0.22], [-0.21, -0.28, -0.23], [0.23, 0.72, 0.10], [0.10, -0.32, 0.00], [-1.43, -0.66, 1.37], [0.87, 1.03, 0.90], [-0.93, 0.99, -0.98], [-0.13, 0.82, 0.18], [0.79, -0.21, -1.01], [-1.59, -0.63, 1.19], [1.75, -0.36, 2.73], [-0.43, 0.46, -1.11], [0.39, 0.71, -0.31], [-0.63, 0.43, -1.18], [2.09, -1.63, -0.03], [-0.39, 0.22, 0.08], [0.13, -0.17, -0.12], [0.65, -0.64, -0.02], [0.64, -0.45, -0.32], [-0.63, -0.37, 0.05], [0.21, 0.71, 0.13], [-0.23, -0.42, -0.23], [0.09, 0.76, -0.16], [-0.09, -0.42, -0.53], [0.06, -0.08, 0.03], [-0.15, 0.00, 0.00], [-0.03, -0.10, 0.00], [0.52, -0.09, 0.62], [0.31, -0.26, -0.47], [-0.06, 0.12, 0.35], [-0.28, -0.85, -0.45], [-0.59, 0.98, -0.26], [-0.11, 0.16, 0.12], [-0.80, -0.03, -0.56], [-1.48, 1.40, 0.12], [2.20, -0.31, -1.15], [0.41, 0.22, -1.65], [0.14, 0.92, 1.01], [-0.35, 2.52, -0.04], [-1.86, -0.12, -0.39], [2.02, -3.49, 0.26], [0.39, 0.58, -0.68], [1.06, -1.02, -0.80], [-0.24, -0.64, 1.00], [-0.49, -1.02, 1.87], [0.23, 0.17, -0.49], [-0.55, -0.06, -0.57], [1.54, 0.04, -0.08], [-0.06, -0.24, -0.05], [-1.20, -0.39, 1.25], [-0.28, -0.94, 0.77], [-0.34, 0.74, -0.73], [-0.22, 0.00, 0.38], [-0.31, -0.07, -0.77], [-0.13, 0.09, 1.02], [-0.60, 0.42, -0.09], [0.33, 0.23, -0.23], [0.31, 0.62, -0.15], [0.06, -0.22, 0.75], [0.42, 0.18, -0.12], [-0.11, -0.09, 0.36], [0.02, 0.28, -0.14], [-0.27, -0.67, -0.75], [-0.64, 0.87, 0.07], [-1.20, 0.67, -0.12], [-0.50, 1.17, 0.71], [0.62, -0.79, -0.56], [0.27, -0.90, 2.23], [-1.76, 1.06, 0.43], [0.77, -1.77, 1.17], [0.88, -0.65, -1.59], [-0.09, -0.42, 0.74], [0.49, 1.18, 0.23], [-0.69, 1.74, -1.86], [0.55, 0.98, -0.20], [0.46, -0.05, -0.09], [0.07, 0.21, 0.23], [0.38, -0.15, 0.28], [0.90, -0.11, 0.76], [-0.02, 0.72, -0.68], [-0.09, -0.10, -0.39], [-0.24, -0.23, 0.56], [0.43, 0.82, -0.65], [-0.05, -0.10, -0.47], [0.22, -0.02, -0.24], [-0.52, -0.37, -0.05], [-0.40, -0.65, -0.16], [-0.61, 0.08, 1.24], [0.27, -0.80, -0.05], [0.34, -0.93, -0.10], [-0.60, -0.03, -0.56], [0.37, -0.33, -0.14], [-0.09, -0.47, -0.57], [-0.18, 0.23, -0.09], [-0.52, 0.86, -0.24], [0.86, -2.35, 1.62], [0.33, 1.92, 0.08], [-0.02, 1.58, -0.15], [0.62, -1.39, 1.41], [-0.57, 0.30, -0.67], [-2.13, -0.11, 1.42], [1.27, -0.32, -0.37], [1.14, -0.98, -0.16], [-0.37, 0.33, -0.02], [0.34, 0.20, -1.70], [0.49, -0.04, -0.02], [-0.12, 0.17, -0.10], [0.08, -0.14, 0.22], [0.15, -0.16, 0.03], [-0.46, 0.19, -0.30], [-0.33, -0.55, -0.37], [-1.03, -1.04, -0.70], [0.52, 0.56, 0.21], [0.27, -0.29, -0.43], [-0.40, 0.32, 0.54], [0.05, 0.20, -0.20], [-0.06, 0.06, -0.57], [0.37, 0.31, -0.06], [0.14, 0.27, 0.22], [0.03, -0.58, 0.43], [-0.16, 0.09, -0.24], [-0.50, 0.74, 0.39], [0.17, -0.31, -0.24], [-0.16, 0.13, -0.04], [-1.94, -0.72, 0.04], [-0.67, 0.85, 0.27], [0.01, -1.26, -0.16], [1.22, -0.59, 0.56], [0.21, 1.05, 0.16], [-0.14, 0.18, 0.16], [0.09, 0.91, -0.69], [0.85, -0.37, 0.39], [0.64, -0.23, -0.66], [-0.24, 0.17, -0.10]]
}